Computed, not measured: a structure of composition C15H35BeN5O9SY, with ωB97M-V/def2-TZVPD.

XYZ file:
```
67
Properties=species:S:1:pos:R:3:forces:R:3
Y -1.035 1.958 0.379 -0.620 -2.984 -0.249
Be -3.570 -3.461 -0.672 1.634 1.172 -0.374
S -2.084 -0.748 -0.311 0.176 -0.280 2.218
O -3.098 -1.139 -1.247 -1.072 -0.435 -2.337
O -2.574 0.257 0.628 -2.272 2.448 2.367
O -1.719 -1.952 0.404 0.822 -1.546 0.403
O -0.911 0.070 -0.711 2.348 -1.190 -2.751
C -3.078 2.050 3.405 2.061 -1.119 1.559
O -1.966 1.964 2.778 -1.609 0.817 -0.277
N -3.161 1.733 4.730 -0.416 0.682 -1.853
C -4.405 1.898 5.445 -0.437 -0.101 0.094
C -2.088 1.139 5.504 0.914 -0.222 -1.367
H -4.046 2.318 2.955 0.441 0.146 -0.011
H -5.079 2.582 4.930 0.049 -0.093 0.006
H -4.188 2.299 6.435 -0.094 0.020 -0.048
H -4.870 0.917 5.547 -0.222 0.084 0.172
H -1.563 1.885 6.101 -0.156 -0.118 0.162
H -2.407 0.270 6.078 -0.387 0.365 0.175
H -1.411 0.747 4.745 0.393 0.066 0.243
C -0.544 -4.831 -2.287 3.343 1.088 -0.618
O -1.584 -4.343 -1.866 -0.053 0.004 0.298
N 0.742 -4.222 -2.266 -1.932 -1.630 1.229
C 1.899 -4.758 -3.020 -0.144 1.404 -0.408
C 0.908 -2.908 -1.701 0.069 0.757 -0.687
H -0.398 -5.784 -2.820 -0.821 -0.143 0.238
H 1.969 -5.842 -3.121 -0.524 0.254 -0.255
H 2.880 -4.405 -2.703 -0.186 -0.216 1.478
H 1.927 -4.145 -3.921 -0.450 -0.918 -1.032
H 1.863 -2.778 -1.193 0.011 -0.423 0.246
H 0.959 -2.228 -2.551 -0.091 0.521 -0.050
H 0.086 -2.583 -1.064 0.007 -0.408 -0.049
C 2.184 1.457 -0.905 2.720 3.668 0.500
O 1.097 2.036 -0.975 -1.667 -0.657 0.587
N 3.295 2.259 -0.615 -0.329 -2.038 1.649
C 4.596 1.584 -0.511 0.212 -1.143 -1.739
C 3.217 3.630 -0.095 -0.483 0.371 -1.979
H 2.448 0.426 -1.185 -0.498 0.136 0.198
H 5.380 1.733 0.232 -0.815 1.179 0.596
H 5.075 1.747 -1.477 0.385 -0.149 0.050
H 4.426 0.512 -0.417 -0.152 -0.127 -0.257
H 3.805 3.837 0.800 -0.620 -0.527 0.309
H 3.622 4.320 -0.835 0.570 -0.160 -0.282
H 2.177 3.943 -0.187 -0.059 -0.134 1.108
C 0.777 -0.506 1.917 2.050 -3.543 -0.120
O 0.441 0.603 1.668 -2.165 5.264 -0.692
N 2.027 -0.806 2.263 0.327 -1.783 -0.544
C 2.405 -2.217 2.093 -0.227 -0.291 -0.240
C 3.038 0.077 2.813 -0.988 1.141 0.275
H 0.150 -1.394 1.740 -0.193 0.321 0.064
H 2.578 -2.781 3.009 0.254 0.381 0.172
H 3.260 -2.292 1.420 0.245 0.103 0.273
H 1.611 -2.746 1.566 -0.148 0.127 0.081
H 2.939 -0.114 3.882 1.205 0.133 0.117
H 4.020 0.054 2.340 0.024 -1.012 0.331
H 2.795 1.130 2.677 -0.667 -0.030 -0.052
C -2.727 2.023 -2.872 2.447 -1.532 1.087
O -2.038 2.150 -1.761 -1.940 1.026 -2.474
N -2.149 1.698 -4.053 -2.138 1.159 2.152
C -2.905 1.138 -5.144 -0.907 -0.063 -0.582
C -0.782 1.488 -4.164 3.103 -0.702 0.231
H -3.824 1.930 -2.901 0.340 0.522 0.345
H -2.347 1.261 -6.073 -0.139 0.214 0.087
H -3.884 1.607 -5.244 0.078 0.003 0.009
H -3.037 0.068 -4.984 -0.023 -0.063 0.027
H -0.605 0.566 -4.719 -0.067 -0.309 0.294
H -0.195 2.203 -4.739 -0.503 0.626 -0.033
H -0.325 1.420 -3.177 -0.012 -0.112 -0.069
```
Positions in Å, forces in eV/Å.

gap between HOMO and LUMO (alpha / beta): 0.2809 / 0.2856 Eh
<S²>: 0.750
lowest unoccupied orbital energy (alpha / beta): -5.40 / -6.02 eV
2S+1: 2
total charge: +2

***

Computed, not measured: a structure of composition C15H35CaFN5O5, with ωB97M-V/def2-TZVPD.

XYZ file:
```
62
Properties=species:S:1:pos:R:3:forces:R:3
Ca 1.139 1.235 1.797 -0.080 -0.418 -1.805
F 0.440 0.096 -0.098 0.222 0.542 0.929
C -1.256 -2.242 3.929 -0.878 -0.107 0.394
C -0.730 -1.389 2.805 -1.276 -1.505 -1.190
O -0.070 -0.398 3.043 2.319 2.786 0.982
N -1.004 -1.624 1.510 -0.921 -1.637 0.720
C -1.925 -2.647 1.009 0.107 -0.099 0.248
H -1.128 -3.319 3.825 0.303 0.121 -0.220
H -2.331 -2.113 4.055 -0.325 0.024 -0.583
H -0.939 -1.910 4.918 0.757 0.056 -0.365
H -0.452 -1.143 0.815 0.138 0.789 -0.126
H -1.796 -3.592 1.536 0.057 -0.035 -0.127
H -1.739 -2.789 -0.056 0.013 -0.058 0.174
H -2.956 -2.319 1.147 -0.037 -0.250 -0.126
C 0.340 5.152 -0.782 -0.540 -0.273 -0.121
C 0.696 3.681 -0.533 -0.880 0.627 -2.713
O 0.924 3.300 0.601 0.445 -1.169 2.018
N 0.658 2.813 -1.597 -1.119 1.856 0.391
C 0.035 3.063 -2.947 1.627 -0.581 0.240
H 0.560 5.841 0.033 0.705 -0.443 0.011
H -0.749 5.208 -0.788 -0.288 -0.294 -0.226
H 0.645 5.562 -1.745 0.277 -0.181 0.144
H 0.662 1.828 -1.374 0.176 -0.235 0.480
H -0.489 3.990 -3.180 -0.212 -0.085 0.974
H -0.570 2.178 -3.144 -0.149 0.323 -0.206
H 0.890 3.078 -3.623 -0.195 -0.232 -0.387
C 5.395 2.157 0.397 -0.357 -1.441 -0.419
C 4.280 1.129 0.064 0.103 0.731 -1.315
O 3.189 1.208 0.645 -0.196 -0.586 0.298
N 4.530 0.301 -1.007 0.278 0.894 2.605
C 3.633 -0.656 -1.637 -0.171 0.265 -0.432
H 6.179 1.586 0.895 0.183 0.266 0.230
H 5.029 2.966 1.030 -0.031 -0.274 -0.125
H 5.816 2.532 -0.536 -0.051 0.149 0.107
H 5.523 0.223 -1.172 -0.167 -0.066 -0.469
H 4.208 -1.515 -1.980 -0.063 0.151 -0.075
H 3.201 -0.112 -2.478 -0.141 -0.443 -0.271
H 2.798 -1.025 -1.041 0.315 0.358 0.419
C -3.368 0.415 -0.512 1.052 -0.134 -0.155
C -4.357 0.416 0.588 0.154 1.560 -3.040
O -5.424 0.934 0.350 -1.226 0.015 1.394
N -3.875 -0.118 1.672 0.700 -0.959 3.496
C -4.528 -0.030 2.960 -0.243 -0.643 0.191
H -3.557 1.284 -1.142 -0.136 -0.570 -0.361
H -3.465 -0.578 -0.953 0.208 0.261 -0.792
H -2.368 0.519 -0.091 0.295 -0.146 -0.243
H -2.965 -0.555 1.686 -0.194 0.581 -0.437
H -5.336 -0.762 2.965 -0.545 0.568 0.268
H -4.809 1.001 3.177 -0.461 -0.233 -0.084
H -3.870 -0.356 3.765 0.335 0.097 -0.195
C -0.603 -1.876 -3.015 0.562 0.550 1.808
C 0.181 -2.928 -2.169 -0.363 -3.516 -3.130
O 0.314 -4.070 -2.667 -0.293 1.670 0.883
N 0.734 -2.632 -0.998 -0.139 1.748 0.161
C 1.518 -3.466 -0.104 -1.405 -0.613 0.050
H -1.509 -2.250 -3.492 0.574 -0.489 -0.161
H 0.098 -1.391 -3.693 -0.126 -0.362 -0.350
H -0.949 -1.064 -2.375 -0.016 0.204 0.270
H 0.587 -1.659 -0.771 0.397 0.224 0.565
H 0.836 -3.972 0.578 -0.255 0.419 0.688
H 2.186 -2.811 0.456 0.330 -0.497 -0.163
H 1.895 -4.386 -0.551 0.848 0.738 -0.725
```
Positions in Å, forces in eV/Å.

gap between HOMO and LUMO: 0.3001 Eh
lowest unoccupied orbital energy: -3.20 eV
total charge: +1

***

Computed, not measured: a structure of composition C15H35Cl2F3KMgNaO12PS2V, with ωB97M-V/def2-TZVPD.

XYZ file:
```
74
Properties=species:S:1:pos:R:3:forces:R:3
C 2.154 3.399 2.123 -2.422 -0.761 1.886
C 0.903 2.971 2.635 2.732 0.889 -0.217
P -0.422 4.315 3.029 -0.411 -1.246 0.120
C -1.555 5.825 3.364 -0.598 0.950 0.038
C -1.855 3.241 2.334 -1.528 -0.654 0.137
C -3.185 3.287 3.170 -0.653 -0.088 -0.973
C -4.310 4.212 2.530 0.849 0.375 0.702
O -5.554 3.507 2.527 0.288 0.104 -0.262
H 2.961 2.648 2.004 -0.419 0.895 -0.177
H 2.265 4.487 1.917 0.288 -0.990 -0.059
H 0.729 1.882 2.827 0.110 0.988 -0.364
H -0.674 3.780 4.349 -0.813 -0.052 -0.957
H 0.694 5.119 3.570 0.493 0.145 -0.092
H -0.145 4.882 1.693 0.340 -0.327 -0.991
H -0.887 6.720 3.586 -0.549 -1.326 -0.817
H -2.273 5.688 4.221 0.519 0.211 -0.754
H -2.140 6.108 2.442 0.433 -0.349 0.854
H -1.503 2.119 2.372 0.559 1.196 0.233
H -1.993 3.466 1.246 -0.133 0.130 1.070
H -3.629 2.250 3.144 0.484 0.878 -0.012
H -3.032 3.510 4.260 -0.012 -0.080 -0.957
H -3.983 4.514 1.499 -0.389 -0.346 0.804
H -4.431 5.152 3.143 0.141 -0.752 -0.612
H -6.080 3.804 1.776 0.091 -0.003 0.178
K 0.501 3.691 5.970 0.930 -0.325 1.032
Mg -1.334 7.782 5.176 -0.028 0.613 0.992
Cl 0.161 3.453 0.087 0.027 0.056 -1.029
Cl -0.853 0.292 2.553 -0.275 -0.510 -0.016
C -0.108 0.675 -2.518 -0.579 0.836 0.732
C -1.261 -0.223 -2.109 0.515 -0.355 0.533
O -1.904 -0.583 -3.344 0.790 0.333 -0.963
S -0.806 -0.672 -4.520 -2.065 0.101 0.284
O -0.421 -2.046 -4.680 0.560 1.095 -0.107
O -1.238 0.144 -5.604 0.436 -0.723 0.433
O 0.401 0.098 -3.739 -0.800 -0.123 -0.087
H -0.451 1.687 -2.736 0.104 -0.041 0.018
H 0.672 0.715 -1.759 0.054 -0.045 -0.155
H -1.959 0.278 -1.443 -0.082 -0.009 -0.207
H -0.902 -1.140 -1.635 -0.059 0.071 0.059
Na 1.976 -1.153 -4.086 1.244 -1.556 -0.245
C 4.378 0.133 8.995 1.963 -1.393 -0.682
F 4.650 -0.164 7.721 -0.436 0.575 -0.003
F 3.816 -0.942 9.531 -0.649 0.887 0.089
F 5.549 0.308 9.609 -0.391 0.631 0.115
S 3.281 1.621 9.146 -5.187 -2.464 3.628
O 2.070 1.284 8.425 1.403 0.533 -0.295
O 4.069 2.716 8.494 1.748 4.817 -1.332
O 3.088 1.819 10.565 0.892 0.239 -1.198
C 1.517 -5.863 -5.260 -0.260 -0.548 -0.439
C 2.848 -6.123 -4.528 -1.225 0.159 0.738
C 2.621 -7.210 -3.457 -0.133 -0.684 -0.130
O 3.220 -4.989 -3.908 0.811 0.946 -0.115
H 0.731 -5.520 -4.581 0.190 -0.006 0.113
H 1.639 -5.109 -6.044 0.155 0.017 0.086
H 1.155 -6.779 -5.741 -0.065 0.048 -0.027
H 3.527 -6.574 -5.280 0.398 0.322 -0.017
H 1.871 -6.909 -2.719 0.061 0.206 -0.121
H 3.547 -7.439 -2.924 0.007 0.162 -0.073
H 2.270 -8.141 -3.921 0.017 -0.020 0.008
C -1.130 -4.111 -7.558 0.299 0.144 0.058
C -1.230 -5.607 -7.814 -0.601 0.306 0.156
C -2.354 -5.928 -8.787 0.040 -0.185 -0.194
O -1.458 -6.289 -6.585 0.248 -0.226 -0.039
H -2.054 -3.729 -7.112 -0.056 -0.054 -0.111
H -0.324 -3.896 -6.851 -0.047 -0.085 -0.092
H -0.937 -3.563 -8.483 -0.046 0.011 0.027
H -0.282 -5.973 -8.215 -0.013 -0.103 0.198
H -3.320 -5.609 -8.384 0.064 0.121 0.003
H -2.419 -7.005 -8.954 0.072 0.049 -0.014
H -2.198 -5.434 -9.749 -0.049 -0.009 0.022
H -2.293 -5.975 -6.221 0.010 0.022 -0.026
O 2.752 7.161 10.571 1.596 -5.022 -2.698
V 3.224 5.714 9.758 -1.994 6.742 3.667
O 3.648 4.241 8.890 1.004 -5.341 -1.356
```
Positions in Å, forces in eV/Å.

gap between HOMO and LUMO: 0.0476 Eh
lowest unoccupied orbital energy: -4.21 eV
total charge: 0

***

Computed, not measured: a structure of composition C15H35F9GaN8O13S, with ωB97M-V/def2-TZVPD.

XYZ file:
```
82
Properties=species:S:1:pos:R:3:forces:R:3
C 6.348 -1.146 1.693 0.428 -0.533 -0.249
C 5.608 -2.355 1.121 -0.101 -0.411 0.463
C 6.199 -2.833 -0.196 -0.328 0.360 -0.097
N 4.610 -2.860 1.710 -0.179 1.000 -0.390
Ga 3.058 -2.938 0.541 -0.166 -0.968 0.216
N 3.187 -1.452 -0.710 0.077 -0.454 0.271
C 2.927 -4.722 -0.482 0.243 0.337 -0.222
C 2.756 -4.453 -1.950 -0.139 0.235 0.388
O 2.869 -5.648 -2.730 -0.037 -0.359 0.062
C 1.303 -2.711 1.614 0.655 0.146 -0.127
C 0.181 -3.261 0.747 0.289 0.082 0.091
C -1.224 -2.895 1.150 0.621 -0.500 0.752
F -1.411 -3.287 2.455 -0.211 0.136 -0.210
F -2.172 -3.578 0.436 0.046 0.299 -0.183
C -1.649 -1.402 1.181 -0.634 0.304 0.673
F -1.056 -0.735 2.200 -0.268 -0.528 -0.939
F -2.992 -1.372 1.430 0.675 0.098 -0.010
S -1.362 -0.405 -0.418 -0.717 1.029 0.369
F -2.931 -0.287 -0.682 -0.131 -0.225 -0.183
F -1.307 -1.689 -1.310 0.082 -0.250 -0.115
F 0.180 -0.395 -0.203 0.255 -0.316 0.070
F -1.478 0.965 0.429 0.037 -0.032 -0.007
F -1.159 0.481 -1.721 0.179 0.030 -0.079
H 7.251 -0.940 1.117 0.117 0.158 0.007
H 6.630 -1.314 2.726 -0.137 0.044 0.260
H 5.682 -0.295 1.611 -0.093 0.206 0.111
H 6.221 -1.993 -0.888 0.113 0.069 -0.199
H 5.610 -3.627 -0.640 -0.125 -0.180 0.002
H 7.216 -3.185 -0.038 0.194 -0.017 0.036
H 2.878 -0.615 -0.231 -0.032 0.225 -0.165
H 2.570 -1.607 -1.499 -0.078 0.161 -0.088
H 2.140 -5.370 -0.101 -0.190 -0.101 0.001
H 3.867 -5.257 -0.357 0.143 -0.047 0.180
H 3.512 -3.727 -2.257 0.162 0.046 -0.225
H 1.780 -3.980 -2.115 -0.163 -0.026 -0.198
H 2.758 -5.432 -3.657 -0.007 0.129 -0.193
H 1.222 -1.645 1.816 -0.138 0.142 -0.010
H 1.362 -3.220 2.569 -0.116 -0.122 0.188
H 0.369 -3.041 -0.301 -0.284 0.146 -0.197
H 0.210 -4.344 0.820 -0.158 -0.256 -0.041
C -5.406 -4.197 0.509 0.027 0.063 0.159
N -6.197 -5.431 0.253 0.037 0.118 0.066
O -6.761 -5.949 1.191 -0.065 -0.071 0.107
O -6.225 -5.836 -0.889 -0.008 -0.048 -0.171
H -5.475 -3.957 1.563 -0.032 -0.042 0.019
H -4.380 -4.399 0.221 -0.006 0.013 -0.086
H -5.832 -3.408 -0.103 0.036 -0.028 -0.080
C -0.935 4.160 -0.706 -0.071 -0.173 0.110
N 0.253 4.992 -1.037 -0.071 -0.123 0.120
O 1.334 4.600 -0.682 0.174 -0.008 0.008
O 0.044 6.022 -1.655 -0.074 0.149 -0.112
H -0.608 3.284 -0.160 0.134 0.024 -0.013
H -1.602 4.766 -0.100 -0.016 0.072 -0.080
H -1.406 3.881 -1.644 -0.047 0.090 -0.010
C -0.958 2.540 3.732 -0.009 -0.136 0.055
N 0.212 3.417 3.449 0.008 -0.082 -0.028
O 1.296 3.045 3.825 0.152 -0.020 0.102
O -0.006 4.453 2.853 -0.158 0.102 -0.105
H -0.606 1.662 4.261 0.052 -0.001 -0.019
H -1.656 3.113 4.333 -0.032 0.050 -0.067
H -1.399 2.270 2.777 -0.026 0.046 -0.005
C -5.589 0.520 1.625 0.075 -0.105 -0.128
N -6.886 0.446 2.352 0.095 -0.017 -0.075
O -7.634 -0.467 2.082 -0.091 -0.115 -0.034
O -7.104 1.313 3.169 -0.021 0.124 0.108
H -5.532 -0.312 0.935 -0.029 -0.026 0.011
H -5.564 1.469 1.100 0.019 0.052 0.072
H -4.797 0.467 2.365 0.000 0.067 0.021
C 1.874 1.533 -3.544 -0.062 -0.112 -0.127
N 3.085 1.383 -2.692 -0.018 -0.058 -0.052
O 4.045 0.830 -3.177 0.153 0.032 -0.085
O 3.014 1.838 -1.573 -0.016 0.091 0.154
H 2.078 1.086 -4.510 0.038 -0.020 0.005
H 1.058 1.024 -3.040 -0.014 0.057 0.052
H 1.672 2.596 -3.636 -0.032 0.009 0.081
C -0.721 9.120 -2.565 0.034 -0.136 0.168
N -2.064 9.755 -2.676 0.124 -0.060 0.013
O -2.947 9.346 -1.956 -0.119 -0.046 0.089
O -2.183 10.646 -3.489 -0.010 0.119 -0.112
H -0.762 8.347 -1.809 -0.051 -0.020 -0.011
H -0.478 8.701 -3.536 0.027 0.067 -0.036
H -0.017 9.900 -2.293 0.003 0.045 -0.099
```
Positions in Å, forces in eV/Å.

gap between HOMO and LUMO: 0.1975 Eh
lowest unoccupied orbital energy: 1.34 eV
total charge: -1

***

| no. | E_tot (eV) |
| --- | --- |
| 1 | -54268.12119 |
| 2 | -54966.91230 |
| 3 | -156701.66021 |
| 4 | -142312.55668 |